# 1
Formula: C18H22N4O5S2
Source: the Open Molecules 2025 dataset
Level of theory: ωB97M-V/def2-TZVPD

Summary:
- Highest occupied orbital energy: -0.311 Eh
- Energy above the lowest of the compared OMol25 structures with the same formula, charge and spin: 0.00 kcal/mol
- LUMO: 0.10 eV
- SMILES: COc1cc(OC)cc(C(=O)Nc2nnc(SCC(=O)NC[C@H]3CCCO3)s2)c1
- Multiplicity: 1

Last column: natural (NBO) charge in e.
Positions of all 51 atoms, in Å:
C -7.751 -1.769 -0.871  -0.256
O -6.382 -2.095 -0.880  -0.499
C -5.488 -1.211 -0.376  0.417
C -5.828 0.020 0.179  -0.434
C -4.830 0.861 0.666  0.418
O -5.056 2.083 1.211  -0.504
C -6.377 2.566 1.290  -0.256
C -3.495 0.467 0.616  -0.299
C -3.161 -0.766 0.068  -0.112
C -1.763 -1.241 -0.029  0.682
O -1.379 -2.058 -0.842  -0.587
N -0.889 -0.712 0.889  -0.611
C 0.426 -1.071 0.899  0.200
N 1.291 -0.606 1.734  -0.292
N 2.514 -1.090 1.543  -0.349
C 2.590 -1.936 0.562  -0.173
S 4.046 -2.722 0.065  0.314
C 5.219 -2.128 1.334  -0.609
C 5.838 -0.783 0.960  0.662
O 6.987 -0.693 0.577  -0.635
N 5.003 0.254 1.122  -0.636
C 5.349 1.605 0.762  -0.242
C 4.694 2.034 -0.564  0.096
C 5.232 1.270 -1.782  -0.437
C 3.991 1.115 -2.656  -0.427
C 2.906 0.967 -1.594  -0.061
O 3.287 1.809 -0.522  -0.542
S 1.060 -2.225 -0.258  0.446
C -4.152 -1.598 -0.436  -0.275
H -8.127 -1.634 0.148  0.177
H -8.257 -2.618 -1.328  0.207
H -7.955 -0.869 -1.460  0.177
H -6.859 0.326 0.226  0.228
H -6.829 2.662 0.298  0.178
H -7.003 1.925 1.919  0.177
H -6.301 3.551 1.747  0.206
H -2.757 1.166 0.974  0.218
H -1.191 -0.057 1.595  0.431
H 6.003 -2.883 1.373  0.256
H 4.677 -2.076 2.276  0.255
H 4.041 0.078 1.400  0.437
H 6.435 1.662 0.660  0.231
H 5.014 2.275 1.558  0.202
H 4.852 3.116 -0.683  0.173
H 6.038 1.809 -2.274  0.221
H 5.605 0.293 -1.475  0.220
H 4.037 0.257 -3.322  0.217
H 3.821 2.019 -3.243  0.201
H 2.853 -0.077 -1.254  0.157
H 1.913 1.278 -1.928  0.185
H -3.891 -2.548 -0.873  0.246

# 2
Formula: C18H22N5Se2Te2Ti
Source: the Open Molecules 2025 dataset
Level of theory: ωB97M-V/def2-TZVPD

Summary:
- Charge: -1
- Highest occupied orbital energy: -0.121 Eh
- Energy above the lowest of the compared OMol25 structures with the same formula, charge and spin: 0.00 kcal/mol
- LUMO: 2.20 eV
- Multiplicity: 1

Last column: natural (NBO) charge in e.
Positions of all 50 atoms, in Å:
Ti -0.357 1.335 -0.637  0.682
Se 1.837 1.930 0.176  -0.763
Te 0.738 2.460 -2.825  0.401
Te 1.039 5.057 -3.413  -0.665
Se -1.645 1.672 -3.121  -0.596
C 0.280 3.269 4.245  -0.418
N -0.238 2.143 3.486  -0.423
C 0.093 0.806 3.959  -0.417
C -0.556 2.273 2.171  0.723
N -0.962 1.281 1.445  -0.821
N -0.491 3.559 1.659  -0.633
C -0.803 3.882 0.320  0.660
N -0.217 5.031 -0.111  -0.835
N -1.680 3.172 -0.299  -0.794
H 0.214 3.033 5.304  0.208
H -0.327 4.155 4.069  0.216
H 1.326 3.486 4.002  0.201
H 0.419 0.877 4.993  0.206
H 0.893 0.370 3.355  0.232
H -0.779 0.150 3.935  0.197
H -1.025 0.406 1.941  0.376
H 0.264 4.112 2.028  0.410
H 0.766 5.101 0.120  0.407
H -0.357 5.219 -1.103  0.431
H -1.941 3.549 -1.208  0.409
C -1.716 -5.095 0.603  -0.233
C -0.445 -4.704 0.199  -0.228
C -0.213 -3.421 -0.269  -0.141
C -1.255 -2.493 -0.351  -0.060
C -2.525 -2.897 0.068  -0.201
C -2.759 -4.182 0.535  -0.218
C -1.054 -1.088 -0.769  -0.320
C -0.014 -0.540 -1.417  -0.206
C 1.015 -1.256 -2.175  -0.016
C 0.609 -2.118 -3.199  -0.209
C 1.544 -2.778 -3.979  -0.226
C 2.901 -2.584 -3.755  -0.220
C 3.311 -1.718 -2.750  -0.218
C 2.378 -1.046 -1.972  -0.220
H -1.888 -6.098 0.974  0.203
H 0.380 -5.404 0.257  0.206
H 0.785 -3.132 -0.566  0.220
H -3.342 -2.185 0.019  0.207
H -3.755 -4.469 0.849  0.204
H -1.900 -0.432 -0.496  0.205
H -0.451 -2.253 -3.376  0.217
H 1.212 -3.440 -4.770  0.203
H 3.634 -3.088 -4.374  0.199
H 4.368 -1.546 -2.581  0.206
H 2.688 -0.359 -1.195  0.252

# 3
Formula: C18H22N8O3
Source: the Open Molecules 2025 dataset
Level of theory: ωB97M-V/def2-TZVPD

Summary:
- Highest occupied orbital energy: -0.336 Eh
- Energy above the lowest of the compared OMol25 structures with the same formula, charge and spin: 5.98 kcal/mol
- LUMO: -0.26 eV
- SMILES: C[C@@](CO)(CNC(=O)c1cn2cnnc2cn1)NC(=O)Cc1cncn1C1CC1
- Multiplicity: 1

Last column: natural (NBO) charge in e.
Positions of all 51 atoms, in Å:
C -1.574 1.300 2.133  -0.625
C -1.650 -0.222 2.179  0.085
C -2.328 -0.708 3.476  -0.063
O -2.031 0.037 4.625  -0.731
C -2.512 -0.752 1.021  -0.221
N -1.878 -0.614 -0.273  -0.632
C -2.420 0.111 -1.281  0.661
O -3.405 0.819 -1.187  -0.620
C -1.644 -0.006 -2.562  -0.001
C -2.047 0.694 -3.640  0.041
N -1.286 0.578 -4.778  -0.330
C -1.352 1.111 -6.029  0.129
N -0.347 0.681 -6.748  -0.235
N 0.413 -0.150 -5.989  -0.256
C -0.153 -0.211 -4.806  0.234
C 0.192 -0.917 -3.615  0.096
N -0.530 -0.818 -2.548  -0.426
N -0.309 -0.806 2.003  -0.637
C 0.683 -0.851 2.911  0.707
O 0.578 -0.513 4.083  -0.662
C 2.003 -1.434 2.403  -0.526
C 2.244 -1.348 0.935  0.080
C 2.028 -2.238 -0.081  -0.093
N 2.400 -1.701 -1.290  -0.469
C 2.831 -0.501 -1.009  0.184
N 2.747 -0.218 0.319  -0.349
C 3.238 0.964 0.969  -0.069
C 2.868 2.296 0.391  -0.416
C 2.265 1.848 1.690  -0.411
H -2.556 1.732 2.325  0.229
H -0.893 1.671 2.897  0.228
H -1.234 1.630 1.149  0.209
H -3.407 -0.622 3.327  0.184
H -2.095 -1.773 3.606  0.167
H -1.070 -0.044 4.754  0.499
H -2.746 -1.805 1.200  0.203
H -3.444 -0.191 0.989  0.244
H -1.156 -1.256 -0.573  0.425
H -2.917 1.332 -3.645  0.251
H -2.126 1.784 -6.355  0.216
H 1.079 -1.540 -3.583  0.242
H -0.010 -0.981 1.055  0.411
H 2.792 -0.944 2.973  0.250
H 2.006 -2.484 2.702  0.257
H 1.641 -3.242 -0.002  0.211
H 3.215 0.219 -1.715  0.202
H 4.230 0.858 1.388  0.218
H 3.620 3.070 0.401  0.228
H 2.224 2.293 -0.477  0.225
H 1.225 1.555 1.671  0.228
H 2.595 2.308 2.610  0.230

# 4
Formula: C18H23AsN6O2Pd
Source: the Open Molecules 2025 dataset
Level of theory: ωB97M-V/def2-TZVPD

Summary:
- Charge: +2
- Highest occupied orbital energy: -0.525 Eh
- Energy above the lowest of the compared OMol25 structures with the same formula, charge and spin: 41.48 kcal/mol
- LUMO: -8.21 eV
- Multiplicity: 1

Last column: natural (NBO) charge in e.
Positions of all 51 atoms, in Å:
Pd 0.072 -1.120 -0.335  1.011
O -4.215 4.782 1.537  -0.640
C -4.845 3.764 0.931  0.761
O -6.019 3.784 0.725  -0.506
C -4.013 2.572 0.518  -0.112
C -2.921 2.122 1.251  -0.183
C -2.248 0.978 0.857  -0.241
C -2.665 0.282 -0.269  0.159
C -3.751 0.736 -1.013  -0.234
C -4.430 1.867 -0.606  -0.130
N -1.955 -0.897 -0.640  -0.416
C -2.528 -1.891 -1.194  0.174
C -1.723 -3.022 -1.600  0.092
C -2.208 -4.085 -2.327  -0.161
C -1.326 -5.100 -2.694  -0.105
C -0.001 -5.015 -2.312  -0.197
C 0.418 -3.921 -1.562  0.087
N -0.431 -2.961 -1.222  -0.397
H -3.259 4.671 1.583  0.485
H -2.616 2.636 2.156  0.232
H -1.443 0.578 1.458  0.222
H -4.058 0.222 -1.916  0.230
H -5.297 2.216 -1.150  0.266
H -3.602 -1.913 -1.353  0.237
H -3.253 -4.123 -2.606  0.259
H -1.677 -5.944 -3.271  0.262
H 0.711 -5.782 -2.580  0.265
H 1.437 -3.818 -1.220  0.247
N 5.466 0.323 -0.269  -0.753
C 5.448 -0.842 0.378  0.681
N 6.551 -1.275 0.975  -0.733
N 4.369 -1.613 0.470  -0.625
C 3.178 -1.447 0.081  0.655
N 2.050 -1.458 -0.217  -0.674
H 6.313 0.857 -0.368  0.423
H 4.653 0.635 -0.771  0.424
H 7.410 -0.753 0.952  0.421
H 6.525 -2.141 1.487  0.438
C 1.872 3.493 1.765  -0.937
As 2.197 1.704 1.054  0.855
C 1.094 0.688 2.331  -0.935
C 0.848 1.804 -0.390  -0.906
H 0.801 3.672 1.868  0.216
H 2.298 4.236 1.093  0.247
H 2.348 3.600 2.738  0.251
H 0.298 1.316 2.730  0.226
H 1.701 0.333 3.162  0.257
H 0.662 -0.199 1.852  0.175
H -0.073 2.264 -0.035  0.231
H 0.603 0.804 -0.805  0.134
H 1.234 2.386 -1.226  0.261

# 5
Formula: C18H23BaN5O3
Source: the Open Molecules 2025 dataset
Level of theory: ωB97M-V/def2-TZVPD

Summary:
- Charge: +2
- Highest occupied orbital energy: -0.461 Eh
- Energy above the lowest of the compared OMol25 structures with the same formula, charge and spin: 0.00 kcal/mol
- LUMO: -5.59 eV
- Multiplicity: 1

Last column: Mulliken charge in e.
Positions of all 50 atoms, in Å:
C 0.475 -6.842 -2.333  -1.098
C 0.151 -8.046 -1.524  1.002
H 0.586 -7.138 -3.367  0.534
H 1.419 -6.397 -1.959  0.282
C -0.154 -7.872 -0.237  0.677
C -0.317 -6.417 0.185  -1.157
H 0.701 -5.998 0.391  0.329
H -0.731 -6.400 1.199  0.359
C 0.251 -9.392 -2.135  -1.705
H 0.267 -9.286 -3.235  0.412
H -0.583 -10.070 -1.869  0.354
H 1.215 -9.861 -1.843  0.305
C -0.146 -9.067 0.689  -1.737
H 0.798 -9.623 0.631  0.340
H -0.887 -9.809 0.375  0.324
H -0.320 -8.849 1.742  0.396
Ba 1.289 -0.765 0.588  1.813
O 0.124 -3.294 -0.653  -0.600
C -0.870 -3.960 -0.328  -0.019
O -1.059 -1.119 0.618  -0.722
C -1.948 -1.981 0.767  0.352
O -3.059 -1.675 1.410  -0.302
N -1.963 -3.314 0.311  0.332
C -3.946 -2.850 1.388  -0.397
C -3.181 -3.973 0.768  -0.428
H -4.823 -2.584 0.792  0.284
H -4.225 -3.069 2.419  0.328
H -3.698 -4.424 -0.068  0.373
H -2.908 -4.731 1.493  0.267
C -1.015 -5.459 -0.751  1.396
C -0.575 -5.748 -2.203  -1.146
H -2.098 -5.617 -0.758  -0.013
H -0.186 -4.835 -2.705  0.321
H -1.470 -5.967 -2.816  0.389
N 0.793 3.893 0.594  -0.092
C 0.014 3.945 1.739  -0.320
C -0.114 2.643 2.164  -0.540
N 0.580 1.795 1.308  -0.212
C 1.108 2.586 0.355  0.106
C 1.912 2.169 -0.798  0.180
N 2.175 0.906 -1.202  -0.272
C 2.967 1.014 -2.342  -0.441
C 3.169 2.336 -2.639  -0.345
N 2.491 3.054 -1.654  -0.068
H 1.065 4.705 0.034  0.225
H -0.375 4.866 2.141  0.431
H -0.653 2.264 3.017  0.436
H 3.319 0.129 -2.857  0.426
H 3.718 2.811 -3.445  0.413
H 2.465 4.074 -1.594  0.229